Record 1
{
  "formula": "C22H21ClN6O3S",
  "method": "ωB97M-V with the def2-TZVPD basis set",
  "de_lowest_ev": 0.000,
  "e_lumo_ha": 0.0097,
  "smiles": "O=c1[nH]c(C2CCN(S(=O)(=O)c3cccc(Cl)c3)CC2)nc2c1nnn2Cc1ccccc1",
  "orbital_gap_ev": 9.6,
  "e_homo_ev": -9.32,
  "spin_multiplicity": 1,
  "species": ["Cl", "S", "O", "O", "O", "N", "N", "N", "N", "N", "N", "C", "C", "C", "C", "C", "C", "C", "C", "C", "C", "C", "C", "C", "C", "C", "C", "C", "C", "C", "C", "C", "C", "H", "H", "H", "H", "H", "H", "H", "H", "H", "H", "H", "H", "H", "H", "H", "H", "H", "H", "H", "H", "H"],
  "coordinates": [[-5.270, -2.324, 0.233], [-2.657, 2.431, 0.165], [-2.906, 3.526, -0.725], [-3.242, 2.432, 1.472], [5.031, 1.294, -2.120], [3.182, -1.953, 0.536], [2.337, 0.302, 0.837], [4.620, -1.653, -1.026], [-1.025, 2.333, 0.355], [4.091, -2.523, -0.268], [3.435, 1.787, -0.587], [-0.095, -2.272, 1.489], [-3.907, -0.008, 0.035], [2.523, 1.498, 0.381], [0.820, -3.699, -0.210], [2.388, -2.708, 1.469], [-3.160, 0.916, -0.666], [-0.453, 1.483, 1.366], [0.736, 2.194, 2.015], [4.069, -0.446, -0.755], [-0.443, -3.872, -0.745], [-2.817, 0.717, -1.989], [-3.988, -1.381, -1.945], [-0.130, 2.698, -0.706], [1.039, 3.486, -0.114], [-4.324, -1.159, -0.617], [0.998, -2.905, 0.916], [3.122, -0.637, 0.262], [1.755, 2.655, 0.964], [4.286, 0.882, -1.269], [-1.359, -2.447, 0.952], [-1.535, -3.250, -0.161], [-3.233, -0.441, -2.627], [-4.326, -2.277, -2.442], [-1.234, 1.299, 2.103], [2.893, -3.667, 1.606], [1.676, -4.179, -0.662], [-2.977, -0.611, -3.661], [2.497, 3.298, 1.457], [0.369, 3.071, 2.548], [1.217, 1.520, 2.722], [-2.256, 1.474, -2.511], [-0.577, -4.496, -1.616], [1.718, 3.789, -0.912], [0.641, 4.387, 0.355], [-0.694, 3.321, -1.401], [-2.208, -1.959, 1.406], [-2.522, -3.397, -0.571], [3.553, 2.752, -0.875], [-4.167, 0.196, 1.061], [0.042, -1.648, 2.360], [-0.124, 0.529, 0.932], [0.242, 1.803, -1.229], [2.352, -2.162, 2.415]],
  "mulliken_charge": [-0.1694, 1.3572, -0.7212, -0.7098, -0.6286, 0.8347, -0.1792, -0.5714, 0.0435, -0.7854, -0.1429, -0.2504, -0.3332, -0.1680, -0.3480, -1.3704, -0.0092, -0.8412, -1.4133, 0.4728, -0.8959, -0.4953, -0.4312, -0.4702, -1.3323, 0.0801, 0.5778, 0.8412, 0.2026, -0.2222, -0.2709, -0.3511, -0.6997, 0.4681, 0.6786, 0.4278, 0.4439, 0.4225, 0.3863, 0.4863, 0.4127, 0.4927, 0.4048, 0.5170, 0.4654, 0.6451, 0.4511, 0.4524, 0.2504, 0.5911, 0.2602, 0.4332, 0.2325, 0.4783]
}

***

Record 2
{
  "formula": "C22H21F5N2O20",
  "method": "ωB97M-V with the def2-TZVPD basis set",
  "e_lumo_ha": -0.0301,
  "smiles": "O=NOC(=O)O[C@@H](O)c1ccccn1.O=C1OC[C@@H](F)O1.O=C1OC[C@@H](F)O1.O=C1OC[C@@H](F)O1.O=C1OC[C@@H](F)O1.O=C1OC[C@@H](F)O1",
  "orbital_gap_ev": 9.3,
  "e_homo_ev": -10.14,
  "spin_multiplicity": 1,
  "species": ["F", "F", "F", "F", "F", "O", "O", "O", "O", "O", "O", "O", "O", "O", "O", "O", "O", "O", "O", "O", "O", "O", "O", "O", "O", "N", "N", "C", "C", "C", "C", "C", "C", "C", "C", "C", "C", "C", "C", "C", "C", "C", "C", "C", "C", "C", "C", "C", "C", "H", "H", "H", "H", "H", "H", "H", "H", "H", "H", "H", "H", "H", "H", "H", "H", "H", "H", "H", "H", "H"],
  "coordinates": [[-0.659, -4.944, -1.389], [-0.748, 5.093, 5.811], [-3.818, 4.910, 6.551], [-1.254, 5.148, -3.093], [1.452, -8.562, -1.569], [-0.226, -0.346, -1.784], [0.136, 0.473, -3.869], [1.881, 0.083, -2.495], [-2.050, 0.108, -0.459], [2.958, 6.548, -3.045], [0.728, 6.209, -2.925], [4.002, -8.918, -3.860], [3.938, -6.895, -4.852], [-5.141, 1.778, 6.018], [1.806, -2.091, -2.583], [1.956, 4.990, -4.328], [-0.487, -5.029, -4.831], [-3.325, 2.735, 6.895], [-0.658, 3.018, 4.927], [-1.953, -6.681, -5.272], [0.220, 1.160, 3.996], [1.518, 2.586, 5.154], [-1.400, -6.163, -3.145], [2.394, -7.479, -3.310], [-3.645, 0.511, 7.125], [2.406, -1.218, -2.121], [-0.273, 2.893, -0.550], [0.350, 2.149, 4.632], [0.685, 1.034, 0.646], [-0.189, 5.582, -3.803], [-1.030, 0.705, -1.164], [0.448, 3.713, 0.217], [-0.155, 1.593, -0.310], [-4.006, 1.560, 6.718], [-0.304, -5.457, -2.594], [1.285, 3.253, 1.223], [-0.060, -4.380, -3.628], [1.426, 1.889, 1.444], [-1.345, -6.020, -4.501], [0.634, 4.442, -4.366], [3.499, -7.684, -4.092], [-0.189, 3.870, 5.964], [-5.300, 3.188, 5.840], [0.525, 0.094, -2.813], [1.303, 3.886, 5.713], [1.987, 5.972, -3.398], [1.984, -8.736, -2.803], [-3.877, 3.678, 5.991], [3.286, -9.507, -2.771], [0.979, -4.079, -3.703], [-1.696, -0.305, 0.339], [-3.297, 3.676, 5.066], [3.164, -10.575, -2.926], [-0.684, -3.505, -3.441], [0.528, -6.145, -2.453], [-0.530, 6.308, -4.543], [0.579, 3.566, -3.717], [-5.734, 3.406, 4.869], [0.363, 4.165, -5.380], [0.354, 4.778, 0.039], [3.822, -9.328, -1.838], [-5.938, 3.591, 6.627], [1.220, -9.157, -3.459], [0.755, -0.041, 0.766], [1.568, 4.651, 4.982], [1.841, 3.967, 1.818], [-0.484, 3.460, 6.931], [1.895, 4.018, 6.614], [-1.495, 1.295, -1.953], [2.073, 1.511, 2.221]],
  "mulliken_charge": [-0.2963, -0.3177, -0.3213, -0.2521, -0.2922, -0.1494, -0.5089, -0.1760, -0.5450, -0.5091, -0.3230, -0.3342, -0.4740, -0.3197, -0.2528, -0.3392, -0.3404, -0.3034, -0.2214, -0.5125, -0.5190, -0.3168, -0.3403, -0.2271, -0.5017, 0.3062, -0.4174, 0.6000, -0.1180, 0.3020, -0.9302, -0.4863, 0.9875, 0.6497, 0.7588, -0.4241, -0.3082, -0.7851, 0.6412, -0.1066, 0.5423, 0.3546, -0.4070, 0.6433, -0.4251, 0.6723, 0.3142, 0.4394, -0.4400, 0.2901, 0.4276, 0.2071, 0.2738, 0.2313, -0.0897, 0.2279, 0.0207, 0.2881, 0.2924, 0.4486, 0.2857, 0.2749, 0.3169, 0.4906, 0.2733, 0.4543, 0.3127, 0.2744, 0.5142, 0.5150]
}

***

Record 3
{
  "formula": "C22H21ILaN7OPS",
  "method": "ωB97M-V with the def2-TZVPD basis set",
  "total_charge": 1,
  "de_lowest_ev": 4.832,
  "e_lumo_ha": -0.1070,
  "orbital_gap_ev": 5.4,
  "e_homo_ev": -8.26,
  "spin_multiplicity": 1,
  "species": ["La", "I", "S", "P", "O", "N", "N", "N", "N", "N", "N", "N", "C", "C", "C", "C", "C", "C", "C", "C", "C", "C", "C", "C", "C", "C", "C", "C", "C", "C", "C", "C", "C", "C", "H", "H", "H", "H", "H", "H", "H", "H", "H", "H", "H", "H", "H", "H", "H", "H", "H", "H", "H", "H", "H"],
  "coordinates": [[-0.022, -1.286, 0.274], [-1.954, 2.051, -0.149], [-4.035, -2.436, -1.648], [2.698, 1.766, 0.116], [-4.931, -0.937, 0.453], [1.362, 2.398, -2.257], [4.681, -0.177, 0.089], [1.412, 2.717, 2.396], [-2.296, -0.852, -0.206], [0.867, 0.366, -1.552], [0.759, 0.667, 1.913], [2.686, -1.093, 0.304], [-4.415, -4.574, -0.003], [1.541, 1.480, -1.278], [4.863, -1.519, 0.119], [3.350, 0.055, 0.200], [-6.167, -1.465, 0.269], [0.525, 2.350, 3.352], [-3.111, 0.209, -0.192], [5.718, 0.815, -0.030], [0.231, 0.591, -2.729], [2.081, 3.985, 2.301], [0.529, 1.849, -3.176], [-3.129, -5.114, -0.239], [0.130, 1.077, 3.045], [1.918, 3.721, -2.299], [-1.927, -4.472, -0.460], [-4.918, -3.386, -0.422], [-1.648, -3.086, -0.417], [-6.171, -2.780, -0.009], [-2.584, -2.101, -0.654], [-4.436, 0.261, 0.048], [3.621, -2.075, 0.254], [1.530, 1.681, 1.531], [-5.084, -5.182, 0.599], [5.598, 1.388, -0.951], [0.213, 2.371, -4.055], [-7.058, -3.383, 0.072], [6.687, 0.320, -0.048], [3.159, 3.840, 2.210], [0.238, 2.997, 4.156], [-1.063, -5.129, -0.529], [5.688, 1.500, 0.819], [-0.547, 0.435, 3.576], [-5.062, 1.139, -0.013], [1.877, 4.570, 3.195], [1.547, 4.312, -1.461], [3.007, 3.679, -2.250], [1.723, 4.535, 1.429], [1.625, 4.207, -3.227], [-3.069, -6.187, -0.098], [-0.388, -0.162, -3.182], [3.355, -3.113, 0.317], [5.830, -1.974, 0.040], [-7.033, -0.846, 0.456]],
  "mulliken_charge": [1.5263, -0.0128, -0.2231, -0.3274, -0.2248, 0.2817, 0.2207, 0.2373, -0.4452, -0.2288, -0.1531, 0.0009, -0.2884, 0.0806, -0.2369, -0.1263, -0.2599, -0.1508, 0.2793, -0.8037, -0.7645, -0.7792, -0.1736, -0.5136, -0.7524, -0.7913, -0.3391, 0.3071, 0.1331, -0.8335, -0.0393, -0.5796, -0.7443, -0.0557, 0.3614, 0.3125, 0.4519, 0.3896, 0.3244, 0.3284, 0.4507, 0.3017, 0.3232, 0.4650, 0.4097, 0.3263, 0.2892, 0.3237, 0.2814, 0.3257, 0.2867, 0.4820, 0.4566, 0.4299, 0.4607]
}

***

Record 4
{
  "formula": "C22H21N2",
  "method": "ωB97M-V with the def2-TZVPD basis set",
  "total_charge": 1,
  "de_lowest_ev": 2.326,
  "e_lumo_ha": -0.2227,
  "orbital_gap_ev": 3.9,
  "e_homo_ev": -10.00,
  "spin_multiplicity": 1,
  "species": ["N", "N", "C", "C", "C", "C", "C", "C", "C", "C", "C", "C", "C", "C", "C", "C", "C", "C", "C", "C", "C", "C", "C", "C", "H", "H", "H", "H", "H", "H", "H", "H", "H", "H", "H", "H", "H", "H", "H", "H", "H", "H", "H", "H", "H"],
  "coordinates": [[-2.207, -0.981, -2.166], [-1.946, -2.196, -2.718], [-1.133, 3.756, 1.921], [-0.508, 3.880, 0.684], [1.199, -1.771, 2.017], [0.834, -2.344, 3.215], [1.882, 0.113, -0.526], [0.990, 0.388, 0.584], [3.690, -0.434, -2.579], [-0.481, -0.413, 3.815], [0.303, 1.627, 0.857], [-0.111, 0.181, 2.617], [-2.761, -3.163, -2.664], [2.009, -1.183, -1.057], [2.687, 1.128, -1.071], [0.203, 2.830, 0.143], [0.000, -1.674, 4.106], [-1.546, 0.201, -2.697], [2.895, -1.449, -2.073], [3.581, 0.852, -2.079], [0.718, -0.495, 1.692], [-3.011, -0.820, -0.959], [-1.081, 2.572, 2.627], [-0.367, 1.508, 2.097], [2.630, 2.122, -0.662], [-0.592, 4.808, 0.141], [-1.100, 0.124, 4.512], [-2.368, -0.609, -0.108], [-1.655, 4.600, 2.339], [1.207, -3.321, 3.474], [1.377, -1.969, -0.681], [-3.741, -3.054, -2.244], [-0.667, 0.442, -2.103], [-1.572, 2.469, 3.579], [1.872, -2.284, 1.356], [0.658, 2.929, -0.826], [4.231, 1.629, -2.450], [-2.502, -4.101, -3.108], [4.408, -0.652, -3.354], [2.983, -2.452, -2.461], [-2.232, 1.046, -2.683], [-1.240, 0.008, -3.724], [-3.705, 0.006, -1.089], [-0.254, -2.135, 5.045], [-3.578, -1.720, -0.738]],
  "mulliken_charge": [0.5236, -0.6224, -0.6330, -1.0481, -0.1312, -0.9887, 0.5103, 0.4703, -0.2845, -0.3920, 0.1482, 0.0060, -0.3518, -0.1531, -0.2907, -0.1337, -0.7009, -0.6814, -1.0906, -0.9656, 0.3339, -0.7848, -0.4305, 0.1591, 0.6449, 0.4456, 0.4961, 0.1130, 0.4399, 0.4391, 0.6452, 0.2930, 0.0738, 0.4837, 0.6230, 0.5996, 0.4243, 0.2745, 0.4293, 0.4257, 0.3424, 0.2834, 0.2739, 0.4388, 0.3425]
}

***

Record 5
{
  "formula": "C22H21N3O5S",
  "method": "ωB97M-V with the def2-TZVPD basis set",
  "de_lowest_ev": 0.000,
  "e_lumo_ha": 0.0002,
  "smiles": "CCOC(=O)c1ccc(NC(=O)[C@H](C)Sc2nc(O)c(-c3ccccc3)c(=O)[nH]2)cc1",
  "orbital_gap_ev": 8.1,
  "e_homo_ev": -8.09,
  "spin_multiplicity": 1,
  "species": ["S", "O", "O", "O", "O", "O", "N", "N", "N", "C", "C", "C", "C", "C", "C", "C", "C", "C", "C", "C", "C", "C", "C", "C", "C", "C", "C", "C", "C", "C", "C", "H", "H", "H", "H", "H", "H", "H", "H", "H", "H", "H", "H", "H", "H", "H", "H", "H", "H", "H", "H", "H"],
  "coordinates": [[-4.695, -2.414, -0.963], [1.661, 3.404, 1.126], [3.088, 1.670, 1.162], [0.112, -2.619, -1.950], [-4.186, -0.489, 1.451], [-2.037, 1.630, -1.742], [-2.236, -1.667, 1.443], [-3.123, -0.321, -1.500], [-2.091, -2.381, -1.529], [-1.259, -0.665, 1.490], [-0.529, 1.611, 1.330], [4.183, 2.569, 0.995], [0.557, 0.263, -2.008], [-1.941, 0.425, -1.706], [0.072, -1.079, 1.549], [1.877, 2.149, -2.734], [-1.556, 0.693, 1.411], [0.653, 1.519, -2.610], [0.800, 1.198, 1.355], [1.729, -0.340, -1.546], [-4.304, -2.781, 0.816], [-0.904, -1.760, -1.776], [1.864, 2.218, 1.209], [-3.581, -1.525, 1.297], [1.093, -0.157, 1.490], [-3.143, -1.652, -1.386], [4.614, 3.179, 2.321], [-0.747, -0.392, -1.840], [2.948, 0.295, -1.674], [-3.596, -4.116, 0.937], [3.030, 1.544, -2.266], [0.300, -2.134, 1.627], [-5.290, -2.806, 1.283], [-2.733, -4.160, 0.272], [3.887, 3.357, 0.295], [-0.258, -3.514, -1.976], [3.985, 2.039, -2.365], [-4.278, -4.910, 0.641], [-2.582, 1.021, 1.393], [1.687, -1.307, -1.075], [4.982, 1.965, 0.561], [-1.861, -2.603, 1.375], [-0.232, 2.007, -2.980], [-3.969, 0.222, -1.356], [5.483, 3.812, 2.167], [3.807, 3.783, 2.729], [-3.288, -4.297, 1.966], [2.122, -0.477, 1.533], [4.864, 2.396, 3.033], [1.928, 3.123, -3.199], [-0.744, 2.663, 1.230], [3.841, -0.189, -1.306]],
  "mulliken_charge": [-0.2325, -0.6514, -0.1519, -0.5337, -0.6174, -0.6991, 0.1582, 0.1112, -0.5625, 0.6262, -0.7508, -0.2730, 0.8111, -0.2836, -0.6623, -0.8679, -0.5467, -0.3075, 0.2653, -0.1943, 0.3752, 0.7617, 0.2660, -0.0584, -0.5671, 0.1070, -1.2973, 0.2775, -0.8817, -1.5731, -0.3831, 0.3859, 0.5547, 0.3781, 0.3623, 0.3852, 0.4608, 0.3823, 0.5171, 0.4412, 0.3304, 0.2489, 0.4289, 0.3386, 0.4020, 0.3280, 0.3702, 0.5164, 0.3028, 0.3859, 0.4733, 0.3430]
}